Molecular formula: C8H13N9O4PdS4
Method: DFT, ωB97M-V/def2-TZVPD

Geometry as XYZ:
```
39
Properties=species:S:1:pos:R:3
Pd -1.65 -0.48 0.90
N -1.35 -1.80 3.98
C -1.63 -0.44 3.90
N -1.81 0.35 4.95
N -2.03 1.57 4.41
N -1.98 1.51 3.12
N -1.73 0.23 2.77
C -0.55 -2.37 2.99
N 0.30 -3.35 3.21
N 0.87 -3.57 2.00
N 0.38 -2.77 1.12
N -0.54 -1.98 1.72
H -1.11 -2.10 4.91
C 0.65 0.68 -3.75
C 1.67 -0.40 -3.42
S 1.30 -1.28 -1.87
C 2.73 -0.85 -0.85
C 2.80 0.60 -0.39
S 1.43 1.02 0.73
C 0.51 2.35 -0.08
C -0.18 2.03 -1.40
S 0.88 2.25 -2.87
H -0.37 0.33 -3.54
H 0.70 0.93 -4.81
H 2.67 0.02 -3.36
H 1.67 -1.14 -4.22
H 3.65 -1.12 -1.38
H 2.64 -1.52 0.01
H 2.78 1.28 -1.24
H 3.73 0.76 0.15
H 1.14 3.24 -0.17
H -0.26 2.56 0.66
H -1.04 2.69 -1.52
H -0.56 1.01 -1.41
O -4.37 -0.84 -0.71
S -3.22 -0.05 -1.10
O -3.38 0.65 -2.35
O -2.82 0.92 0.03
O -1.94 -0.92 -1.11
```

Output
Net charge   -2
Energy relative to the best compared isomer or geometry (same formula, charge and spin)   26.8 kJ/mol
Gap between HOMO and LUMO   0.26129 hartree
2S+1   1

=====

Molecular formula: C3H9O3
Method: DFT, ωB97M-V/def2-TZVPD

Geometry as XYZ:
```
15
Properties=species:S:1:pos:R:3
C 0.40 -0.37 -0.36
O 1.58 0.19 -0.05
C -0.57 -0.84 0.79
C -1.32 0.34 1.48
O -2.29 0.81 0.58
H -0.21 0.36 -0.99
H 0.60 -1.33 -0.89
H 0.01 -1.50 1.45
H -1.34 -1.51 0.41
H -1.78 -0.10 2.38
H -0.62 1.12 1.79
H -1.82 1.02 -0.22
H 3.12 0.73 -2.42
H 2.09 0.38 -1.47
O 2.15 0.70 -2.48
```

Output
Net charge   -1
Energy relative to the best compared isomer or geometry (same formula, charge and spin)   58.4 kJ/mol
Gap between HOMO and LUMO   0.27097 hartree
2S+1   1

=====

Molecular formula: C3H10N2Si
Method: DFT, ωB97M-V/def2-TZVPD

Geometry as XYZ:
```
16
Properties=species:S:1:pos:R:3
C 1.78 0.32 -0.35
C 1.20 -1.06 -0.05
C -2.49 1.14 -0.28
N 2.10 1.36 0.46
N -1.39 0.32 -0.30
Si -0.71 -1.10 0.26
H 2.86 0.04 -0.71
H 1.21 0.71 -1.16
H 1.49 -1.68 -0.92
H 1.74 -1.53 0.89
H -3.07 1.02 -1.20
H -3.05 0.67 0.56
H -2.35 2.26 0.04
H 2.50 1.13 1.40
H -1.10 -2.30 -0.73
H -1.19 -1.69 1.63
```

Output
Energy relative to the best compared isomer or geometry (same formula, charge and spin)   746.6 kJ/mol
Gap between HOMO and LUMO (alpha / beta)   0.15557 / 0.15624 hartree
2S+1   1